9
Properties=species:S:1:pos:R:3 method="wB97M-V/def2-TZVPD" homo_ev=-10.1 e_tot_ev=-7358.0061 relative_energy_kj_mol=327.9
B -0.859 -1.028 -0.118
C 0.183 -0.175 0.677
N 0.859 1.085 -0.575
O 2.021 1.055 -0.695
O 0.005 1.586 -1.228
H -1.722 -0.369 -0.843
H -1.179 -2.019 0.383
H -0.440 0.336 1.332
H 1.132 -0.472 1.068

15
Properties=species:S:1:pos:R:3 method="wB97M-V/def2-TZVPD" homo_ev=-9.4 e_tot_ev=-7830.8823 relative_energy_kj_mol=138.7 smiles="CCC(=O)NC"
C 2.304 -0.496 0.009
C 1.325 0.694 0.159
C -0.178 0.213 0.076
O -0.303 -0.580 0.994
N -1.383 0.498 -0.601
C -2.519 -0.244 -0.020
H 2.198 -0.949 -0.978
H 3.345 -0.156 0.108
H 2.145 -1.280 0.761
H 1.429 1.023 1.210
H 1.630 1.514 -0.487
H -1.565 0.912 -1.512
H -2.492 -1.301 -0.311
H -2.434 -0.219 1.067
H -3.492 0.179 -0.287

87
Properties=species:S:1:pos:R:3 method="wB97M-V/def2-TZVPD" homo_ev="-0.8 / -2.3" e_tot_ev=-133359.1982 relative_energy_kj_mol=178.0 spin_multiplicity=2 total_charge=-2
Ti -0.653 -0.088 0.595
C -2.574 -1.248 1.902
C -3.523 -0.467 1.196
C -3.218 0.903 1.484
C -2.151 0.893 2.416
C -1.745 -0.427 2.695
C -0.973 -0.912 3.916
C -0.057 0.174 4.475
C -2.021 -1.259 4.990
C -0.145 -2.164 3.620
C -3.837 2.263 1.129
C -4.653 2.312 -0.162
C -4.741 2.707 2.293
C -2.726 3.315 0.958
C -4.738 -1.152 0.547
C -4.645 -2.676 0.726
C -4.935 -0.943 -0.957
C -5.998 -0.700 1.305
H -2.519 -2.324 1.893
H -1.692 1.767 2.845
H -0.629 1.061 4.762
H 0.701 0.474 3.757
H 0.456 -0.201 5.367
H -2.652 -0.392 5.200
H -1.528 -1.567 5.919
H -2.666 -2.073 4.652
H 0.653 -1.947 2.912
H -0.768 -2.957 3.196
H 0.299 -2.541 4.547
H -5.546 1.690 -0.124
H -4.043 2.011 -1.015
H -4.981 3.342 -0.332
H -5.564 2.006 2.448
H -5.164 3.698 2.094
H -4.166 2.756 3.220
H -3.174 4.272 0.671
H -2.161 3.476 1.874
H -2.022 3.009 0.181
H -3.759 -3.073 0.229
H -5.527 -3.138 0.272
H -4.620 -2.960 1.780
H -4.087 -1.362 -1.497
H -5.042 0.098 -1.237
H -5.843 -1.469 -1.275
H -5.886 -0.905 2.372
H -6.875 -1.242 0.934
H -6.186 0.366 1.190
C -1.457 -2.427 -5.855
C -1.142 -2.722 -4.399
O -0.215 -1.777 -3.889
P -0.670 -0.651 -2.733
S -0.456 1.294 -1.369
S -1.449 -1.790 -1.206
O -1.953 -0.145 -3.672
C -2.924 0.767 -3.197
C -4.196 0.561 -3.995
H -2.131 -3.185 -6.266
H -0.539 -2.418 -6.447
H -1.929 -1.448 -5.934
H -0.685 -3.713 -4.300
H -2.058 -2.724 -3.804
H -2.554 1.791 -3.305
H -3.094 0.601 -2.133
H -4.010 0.723 -5.059
H -4.969 1.260 -3.666
H -4.569 -0.456 -3.860
N 2.832 -0.151 -1.788
N 1.950 -1.276 -1.841
H 3.284 -0.119 -0.877
H 2.220 0.661 -1.824
H 1.626 -1.539 -0.915
H 2.415 -2.052 -2.289
F 3.265 3.968 1.182
C 1.977 3.628 1.351
F 1.576 4.099 2.532
F 1.262 4.239 0.400
S 1.782 1.787 1.188
O 0.766 -0.838 0.863
O 0.313 1.719 1.507
N 2.609 1.441 2.536
S 3.730 0.347 2.501
O 4.103 -0.140 1.199
O 3.607 -0.587 3.584
C 5.193 1.351 3.013
F 6.276 0.562 3.121
F 5.480 2.307 2.120
F 5.008 1.943 4.201

33
Properties=species:S:1:pos:R:3 method="wB97M-V/def2-TZVPD" homo_ev=-8.7 e_tot_ev=-15844.7945 relative_energy_kj_mol=210.8 smiles=CCc1ccccc1.Cc1ccccc1
C -2.772 -0.892 1.056
C -1.937 -1.731 2.055
C -0.669 -1.060 2.503
C -0.093 -0.023 1.812
C 1.126 0.640 2.301
C 2.039 -0.049 3.067
C 1.562 -1.276 3.511
C 0.207 -1.717 3.382
H -3.724 -1.450 0.984
H -2.385 -0.862 -0.027
H -2.795 0.085 1.479
H -2.422 -1.860 3.008
H -1.902 -2.853 1.559
H -0.623 0.587 0.986
H 1.288 1.674 1.894
H 2.965 0.391 3.460
H 2.135 -1.953 4.125
H -0.095 -2.557 4.037
C -0.528 2.383 -4.129
C 0.239 1.503 -3.174
C 1.491 1.787 -2.617
C 2.147 0.900 -1.764
C 1.546 -0.310 -1.411
C 0.316 -0.603 -1.986
C -0.408 0.241 -2.905
H -1.103 1.630 -4.762
H 0.141 3.063 -4.656
H -1.215 3.026 -3.554
H 1.894 2.791 -2.868
H 3.091 1.289 -1.375
H 2.172 -1.127 -0.813
H -0.258 -1.519 -1.845
H -1.431 -0.148 -3.333

19
Properties=species:S:1:pos:R:3 method="wB97M-V/def2-TZVPD" homo_ev=-8.4 e_tot_ev=-18261.5551 relative_energy_kj_mol=87.9 smiles="C=C(C)O.CSC"
C 2.537 -0.209 0.407
C 1.739 0.756 -0.021
C 1.960 1.548 -1.271
O 0.654 1.125 0.730
H 3.429 -0.472 -0.140
H 2.309 -0.727 1.328
H 2.802 1.142 -1.821
H 1.073 1.514 -1.909
H 2.165 2.589 -1.017
H 0.009 1.552 0.154
C -1.495 -1.685 1.410
S -1.344 -1.545 -0.384
C -2.629 -0.303 -0.640
H -2.515 -1.949 1.679
H -1.223 -0.741 1.875
H -0.825 -2.471 1.742
H -2.554 0.073 -1.660
H -3.617 -0.734 -0.500
H -2.475 0.537 0.034